The ion C4H8BrClFN2 with charge +1 at a distorted geometry. Source: the OMol25 dataset; level of theory: ωB97M-V/def2-TZVPD.

Geometry as XYZ:
```
17
Properties=species:S:1:pos:R:3:nbo_charge:R:1
C 0.9472 -0.6523 -0.3801 -0.298
C 0.1243 0.6187 -0.3212 -0.233
C -2.1469 0.8308 0.4357 -0.156
C -3.1848 -0.0600 0.4368 -0.150
N -0.0608 -1.6960 -0.4642 -0.228
N -0.8791 0.3521 0.7396 -0.576
F -0.6960 -1.5495 -1.6865 -0.244
Cl -3.0832 -1.7142 0.7398 0.145
Br -4.8410 0.5561 -0.1637 0.210
H 1.4335 -0.5125 -1.3516 0.245
H 1.5556 -0.8190 0.5408 0.244
H 0.7387 1.4096 -0.0015 0.234
H -0.4297 0.8479 -1.2817 0.259
H 0.4353 -2.5773 -0.6253 0.388
H -2.2076 1.9642 0.4845 0.264
H -0.9153 -0.6392 0.5804 0.459
H -0.4635 0.5878 1.6453 0.438
```

For the HOMO energy, the calculation gives -13.6 eV. Its SMILES is FNCC[NH2+]/C=C(\Cl)Br. As for the electronic energy: -3400.415994 a.u. Its total charge is +1.

The ion C4H8BrClN4OP with charge +1. Source: the OMol25 dataset; level of theory: ωB97M-V/def2-TZVPD.

Geometry as XYZ:
```
20
Properties=species:S:1:pos:R:3:nbo_charge:R:1
C -1.7291 -0.8846 2.1193 -0.633
C -1.6058 -0.2386 0.7421 -0.180
Cl -3.2058 0.1070 0.0545 -0.010
C -0.8030 -1.1192 -0.2508 -0.502
C 0.6319 -0.7587 -0.2510 0.431
N 1.6427 -1.4724 0.2575 -0.216
N 2.7420 -0.7948 0.0867 0.101
N 2.4335 0.3066 -0.5095 -0.126
N 1.1173 0.3842 -0.7613 -0.429
P 0.1791 1.7258 -1.6060 1.286
O 1.0298 1.8690 -2.9468 -0.962
Br 0.9928 3.3251 -0.3328 -0.174
H -0.7994 -1.3879 2.3971 0.221
H -1.9131 -0.1149 2.8715 0.238
H -2.5682 -1.5785 2.1547 0.244
H -1.1068 0.7276 0.8680 0.197
H -0.9217 -2.1749 -0.0123 0.279
H -1.1878 -0.9493 -1.2597 0.269
H 3.0806 1.0557 -0.7267 0.450
H 1.9909 1.9729 -2.8947 0.515
```

For the HOMO energy, the calculation gives -14.2 eV. Its SMILES is C[C@H](Cl)Cc1nn[nH][n+]1P(O)Br. As for the electronic energy: -3826.793438 a.u. Its total charge is +1.

The molecule C4H8BrN at a distorted geometry. Source: the OMol25 dataset; level of theory: ωB97M-V/def2-TZVPD.

Geometry as XYZ:
```
14
Properties=species:S:1:pos:R:3:nbo_charge:R:1
C -0.2915 -0.2291 -1.4437 -0.265
C 0.1106 0.0374 -0.0454 0.063
C -0.7537 -0.3376 1.0848 -0.625
C 0.8776 1.2885 0.3704 -0.582
N 0.8047 -0.9329 -0.8905 -0.440
Br 0.6758 -2.7716 -0.4911 0.137
H -1.2030 -0.7615 -1.8332 0.207
H -0.0356 0.3198 -2.2653 0.199
H -0.1147 -0.4813 1.8808 0.211
H -1.3223 -1.3903 1.0264 0.227
H -1.6233 0.4242 1.2943 0.228
H 1.2277 1.2766 1.3065 0.206
H -0.0192 2.0740 0.4076 0.208
H 1.6670 1.4837 -0.4017 0.227
```

For the HOMO energy, the calculation gives -9.1 eV. Its SMILES is CC1(C)CN1Br. As for the electronic energy: -2785.868601 a.u.

The ion C4H8BrN2 with charge +1 at a distorted geometry. Source: the OMol25 dataset; level of theory: ωB97M-V/def2-TZVPD.

Geometry as XYZ:
```
15
Properties=species:S:1:pos:R:3:nbo_charge:R:1
C 1.6580 -0.1481 -0.4202 0.305
C 0.0071 1.5119 -0.1623 -0.184
C -0.6196 -0.7898 -0.7762 0.128
C -1.4606 -0.9842 0.4395 -0.702
N 0.7336 -1.0555 -0.7582 -0.557
N 1.3037 1.1088 -0.2215 -0.484
Br -1.4589 -1.2120 -2.4360 0.164
H 2.6984 -0.4304 -0.4201 0.245
H -0.2234 2.4632 -0.6146 0.230
H -0.6098 1.2090 0.6620 0.218
H -1.7900 -2.0261 0.4751 0.256
H -2.3610 -0.3747 0.3937 0.259
H -0.9078 -0.7801 1.3523 0.235
H 1.0685 -1.8295 -1.3331 0.442
H 2.0318 1.8145 -0.3370 0.444
```

For the HOMO energy, the calculation gives -12.9 eV. As for the electronic energy: -2840.407705 a.u. Its total charge is +1.

What HOMO-LUMO gap values result from the calculations? In sequence: 10.2; 9.2; 9.7; 8.4 eV.